[1]
One molecule with the formula C26H23N3O4S. Source: OMol25; level of theory: ωB97M-V with the def2-TZVPD basis set.

- LUMO level (eV) = 0.277
- energy (eV) = -50831.089
- gap between HOMO and LUMO (eV) = 9.0
- relative energy (zero: lowest compared OMol25 entry of this formula, charge and spin) (kJ/mol) = 124.5
- highest occupied orbital energy (eV) = -8.683

Geometry (Å):
C1 -1.192 -1.218 2.675
O1 -0.280 -1.234 1.591
C2 -0.172 -2.384 0.856
C3 -1.092 -3.421 0.909
C4 -0.928 -4.545 0.116
C5 0.161 -4.653 -0.727
C6 1.094 -3.631 -0.776
C7 0.940 -2.491 -0.001
N1 1.871 -1.442 -0.097
C8 2.733 -1.098 1.022
C9 2.904 0.391 1.147
C10 4.113 0.995 0.831
C11 4.256 2.368 0.932
C12 3.195 3.152 1.349
C13 1.986 2.556 1.670
C14 1.844 1.185 1.572
S1 2.262 -0.790 -1.576
O2 1.585 -1.530 -2.598
O3 3.682 -0.623 -1.673
C15 1.468 0.814 -1.472
C16 2.150 1.991 -1.702
C17 1.468 3.194 -1.588
C18 0.131 3.198 -1.237
C19 -0.552 2.004 -1.003
C20 -2.003 2.079 -0.658
O4 -2.690 3.025 -0.983
N2 -2.461 1.006 0.056
C21 -3.766 0.711 0.428
C22 -4.865 1.510 0.112
C23 -6.113 1.087 0.528
C24 -6.233 -0.100 1.238
C25 -5.079 -0.815 1.503
N3 -3.877 -0.426 1.112
C26 0.128 0.801 -1.146
H1 -1.043 -2.081 3.329
H2 -2.229 -1.183 2.323
H3 -0.970 -0.306 3.231
H4 -1.957 -3.346 1.549
H5 -1.662 -5.336 0.164
H6 0.292 -5.530 -1.341
H7 1.949 -3.694 -1.428
H8 2.275 -1.502 1.928
H9 3.713 -1.569 0.876
H10 4.937 0.388 0.491
H11 5.202 2.828 0.683
H12 3.308 4.223 1.427
H13 1.155 3.162 1.999
H14 0.906 0.716 1.820
H15 3.196 1.947 -1.960
H16 1.982 4.125 -1.770
H17 -0.415 4.125 -1.141
H18 -1.791 0.308 0.354
H19 -4.730 2.424 -0.440
H20 -6.987 1.679 0.299
H21 -7.193 -0.458 1.575
H22 -5.107 -1.747 2.053
H23 -0.353 -0.159 -1.040

natural (NBO) population analysis, charges in e, atoms 1 to 8: -0.28, -0.54, 0.36, -0.32, -0.17, -0.24, -0.17, 0.06

***

[2]
C26H23N3S2SiTc as an isolated structure at a distorted geometry. Source: OMol25; level of theory: ωB97M-V with the def2-TZVPD basis set.

- LUMO level (alpha / beta) (eV) = -8.239 / -8.089
- 2S+1 = 2
- energy (eV) = -63536.423
- gap between HOMO and LUMO (alpha / beta) (eV) = 6.2 / 6.4
- charge = +2
- highest occupied orbital energy (alpha / beta) (eV) = -14.408 / -14.452

Geometry (Å):
Tc1 -0.418 -0.269 -0.681
C1 4.437 1.779 -0.479
S1 3.323 2.246 0.860
C2 1.841 1.462 0.478
S2 1.669 0.468 -0.989
N1 0.861 1.642 1.304
N2 -0.286 0.995 0.894
C3 -1.369 1.273 1.551
C4 -2.612 0.780 1.002
C5 -3.849 1.089 1.543
C6 -4.988 0.675 0.866
C7 -4.845 -0.024 -0.318
C8 -3.568 -0.316 -0.786
N3 -2.467 0.062 -0.143
H1 5.349 2.331 -0.261
H2 4.057 2.099 -1.445
H3 4.656 0.715 -0.466
H4 -1.320 1.935 2.410
H5 -3.915 1.657 2.459
H6 -5.969 0.907 1.254
H7 -5.705 -0.347 -0.885
H8 -3.424 -0.877 -1.700
C9 1.836 -4.242 -4.111
C10 0.763 -4.820 -3.445
C11 0.309 -4.275 -2.259
C12 0.929 -3.145 -1.698
C13 2.035 -2.602 -2.373
C14 2.478 -3.139 -3.569
Si1 0.394 -2.538 -0.026
C15 -1.403 -2.835 0.310
C16 -2.331 -3.204 -0.677
C17 -3.630 -3.523 -0.337
C18 -4.032 -3.455 0.994
C19 -3.139 -3.067 1.986
C20 -1.835 -2.761 1.650
C21 1.546 -2.729 1.404
C22 1.967 -1.721 2.274
C23 2.802 -2.013 3.340
C24 3.225 -3.318 3.551
C25 2.817 -4.332 2.699
C26 1.985 -4.042 1.630
H9 2.182 -4.664 -5.044
H10 0.288 -5.703 -3.848
H11 -0.506 -4.770 -1.744
H12 2.590 -1.782 -1.945
H13 3.332 -2.709 -4.070
H14 -2.033 -3.250 -1.719
H15 -4.330 -3.836 -1.099
H16 -5.046 -3.720 1.262
H17 -3.457 -3.031 3.018
H18 -1.132 -2.493 2.429
H19 1.648 -0.700 2.133
H20 3.125 -1.226 4.005
H21 3.878 -3.545 4.382
H22 3.151 -5.346 2.863
H23 1.689 -4.846 0.967

natural (NBO) population analysis, charges in e, atoms 1 to 8: 0.72, -0.76, 0.46, -0.09, 0.11, -0.33, -0.24, 0.15

***

[3]
C26H23N4O7STc as an isolated structure at a distorted geometry. Source: OMol25; level of theory: ωB97M-V with the def2-TZVPD basis set.

- LUMO level (alpha / beta) (eV) = -4.472 / -4.782
- 2S+1 = 4
- energy (eV) = -60657.007
- gap between HOMO and LUMO (alpha / beta) (eV) = 6.6 / 6.4
- relative energy (zero: lowest compared OMol25 entry of this formula, charge and spin) (kJ/mol) = 250.8
- charge = +1
- highest occupied orbital energy (alpha / beta) (eV) = -11.037 / -11.166

Geometry (Å):
Tc1 0.760 0.277 1.841
O1 4.814 0.634 2.149
C1 3.628 0.798 2.122
O2 2.702 -0.115 2.297
C2 3.011 2.169 1.901
C3 3.667 3.381 1.829
C4 2.902 4.538 1.743
C5 1.511 4.460 1.795
C6 0.934 3.214 1.869
N1 1.683 2.109 1.874
C7 -0.534 2.850 1.977
O3 -1.427 3.635 1.855
O4 -0.648 1.561 2.237
H1 4.747 3.399 1.860
H2 3.385 5.503 1.672
H3 0.884 5.341 1.810
C8 -5.566 -2.866 -0.552
C9 -4.200 -2.809 0.067
C10 -3.102 -2.353 -0.658
C11 -1.852 -2.243 -0.069
C12 -1.705 -2.623 1.254
C13 -2.773 -3.119 1.992
C14 -4.013 -3.209 1.391
S1 -0.195 -2.354 2.133
O5 0.308 -3.553 2.701
O6 -0.445 -1.205 3.025
N2 0.826 -1.584 1.103
C15 1.498 -2.157 0.036
C16 1.476 -3.501 -0.288
C17 2.188 -3.972 -1.401
C18 2.928 -3.125 -2.182
C19 2.954 -1.744 -1.893
C20 3.681 -0.796 -2.646
C21 3.610 0.528 -2.318
C22 2.790 0.919 -1.243
N3 2.122 0.065 -0.511
C23 2.214 -1.252 -0.794
H4 -5.519 -2.758 -1.634
H5 -6.192 -2.064 -0.155
H6 -6.056 -3.810 -0.312
H7 -3.226 -2.088 -1.701
H8 -1.002 -1.884 -0.636
H9 -2.619 -3.425 3.020
H10 -4.853 -3.595 1.954
H11 0.943 -4.194 0.347
H12 2.148 -5.026 -1.638
H13 3.492 -3.497 -3.028
H14 4.281 -1.138 -3.480
H15 4.158 1.276 -2.874
H16 2.691 1.968 -0.984
C24 -3.133 2.095 -2.093
N4 -1.816 2.331 -1.509
C25 -1.271 3.680 -1.568
C26 -1.183 1.343 -0.895
O7 -0.068 1.417 -0.355
H17 -3.420 2.961 -2.681
H18 -3.890 1.939 -1.323
H19 -3.114 1.226 -2.751
H20 -1.441 4.099 -2.558
H21 -0.202 3.643 -1.371
H22 -1.744 4.314 -0.820
H23 -1.728 0.390 -0.932

natural (NBO) population analysis, charges in e, atoms 1 to 8: 1.66, -0.52, 0.75, -0.66, 0.13, -0.19, -0.11, -0.19

***

[4]
C26H23N4OPW as an isolated structure. Source: OMol25; level of theory: ωB97M-V with the def2-TZVPD basis set.

- LUMO level (alpha / beta) (eV) = -6.497 / -8.063
- 2S+1 = 3
- energy (eV) = -46442.467
- gap between HOMO and LUMO (alpha / beta) (eV) = 7.2 / 6.2
- relative energy (zero: lowest compared OMol25 entry of this formula, charge and spin) (kJ/mol) = 183.5
- charge = +2
- highest occupied orbital energy (alpha / beta) (eV) = -13.742 / -14.250

Geometry (Å):
W1 1.705 0.702 0.088
C1 3.475 1.059 1.612
C2 3.885 1.544 0.354
C3 3.026 2.617 -0.017
C4 2.110 2.824 1.047
C5 2.379 1.867 2.044
H1 3.957 0.286 2.188
H2 4.707 1.165 -0.231
H3 3.127 3.235 -0.893
H4 1.393 3.625 1.119
H5 1.894 1.804 3.001
O1 2.762 0.400 -1.876
C6 1.689 0.956 -1.975
C7 0.827 1.462 -3.005
C8 1.141 1.622 -4.348
C9 0.145 2.091 -5.189
C10 -1.135 2.356 -4.691
C11 -1.448 2.173 -3.351
C12 -0.446 1.737 -2.488
P1 -0.579 1.509 -0.719
C13 0.478 0.011 1.782
C14 0.932 -1.105 2.501
C15 0.294 -1.549 3.653
C16 -0.829 -0.886 4.132
C17 -1.274 0.242 3.465
C18 -0.616 0.687 2.322
C19 -2.247 0.951 -0.426
C20 -3.109 1.739 0.336
C21 -4.430 1.346 0.496
C22 -4.877 0.167 -0.086
C23 -4.014 -0.623 -0.839
C24 -2.699 -0.231 -1.021
H6 2.128 1.381 -4.723
H7 0.352 2.243 -6.239
H8 -1.900 2.710 -5.370
H9 -2.448 2.372 -2.986
H10 1.831 -1.626 2.195
H11 0.692 -2.402 4.192
H12 -1.327 -1.226 5.031
H13 -2.127 0.794 3.839
H14 -0.972 1.606 1.876
H15 -2.760 2.658 0.793
H16 -5.107 1.959 1.075
H17 -5.907 -0.138 0.043
H18 -4.371 -1.539 -1.291
H19 -2.030 -0.838 -1.619
N1 1.563 -5.924 0.143
C25 1.256 -4.655 0.369
N2 0.369 -4.341 1.315
N3 1.883 -3.746 -0.383
C26 1.679 -2.497 -0.329
N4 1.568 -1.335 -0.328
H20 1.158 -6.683 0.664
H21 2.236 -6.133 -0.577
H22 -0.126 -5.047 1.834
H23 0.132 -3.375 1.493

natural (NBO) population analysis, charges in e, atoms 1 to 8: 1.03, -0.29, -0.20, -0.30, -0.26, -0.19, 0.28, 0.28